Molecular formula: C25H16N5O5V
Method: DFT, the ωB97M-V functional and the def2-TZVPD basis

Cartesian coordinates (Å):
V (0.423, 0.107, -0.442)
O (-4.714, -1.051, 2.537)
C (-3.695, -0.630, 1.724)
C (-3.655, -0.559, 0.348)
C (-2.423, -0.324, -0.244)
N (-1.450, 0.199, 0.477)
C (-1.584, 0.265, 1.841)
C (-2.682, 0.001, 2.482)
C (-0.313, 0.549, 2.500)
O (-0.164, 0.662, 3.683)
O (0.629, 0.709, 1.551)
C (-2.091, -0.534, -1.709)
O (-3.015, -0.854, -2.465)
O (-0.834, -0.284, -2.012)
H (-5.557, -1.300, 2.060)
H (-4.506, -0.823, -0.320)
H (-2.670, -0.087, 3.579)
C (-1.343, 5.171, 0.534)
C (-1.894, 4.309, -0.470)
C (-1.187, 3.252, -0.980)
C (0.095, 2.966, -0.336)
C (0.680, 3.840, 0.579)
C (-0.052, 4.934, 0.945)
N (0.912, 2.042, -0.905)
N (2.193, 2.342, -1.026)
C (2.832, 1.296, -1.609)
C (4.160, 1.393, -1.997)
C (4.876, 0.241, -2.259)
C (4.350, -0.987, -1.879)
C (3.083, -1.007, -1.421)
N (2.240, 0.085, -1.442)
H (-1.906, 6.089, 0.828)
H (-2.898, 4.589, -0.913)
H (-1.595, 2.586, -1.707)
H (1.696, 3.589, 0.917)
H (0.432, 5.752, 1.473)
H (4.543, 2.404, -2.111)
H (5.950, 0.224, -2.584)
H (4.947, -1.916, -1.801)
H (2.662, -1.921, -1.042)
N (0.397, -7.238, 1.144)
C (0.321, -6.094, 0.927)
C (0.231, -4.739, 0.576)
C (0.895, -3.756, 1.372)
C (0.967, -2.490, 0.873)
C (0.306, -2.042, -0.261)
C (-0.397, -3.033, -0.947)
C (-0.482, -4.357, -0.573)
H (1.467, -4.017, 2.274)
H (1.656, -1.765, 1.345)
H (-0.827, -2.728, -1.898)
H (-1.007, -5.061, -1.217)

Properties
HOMO level (spin up / spin down) in eV: -15.31 / -15.31
Spin multiplicity: 1
DFT total energy in eV: -69539.505
Total charge: +2
Maximum force in eV/Å: 4.80